A cluster of 2 separate species, C6H9N3O2 in total at a distorted geometry. Source: the Open Molecules 2025 dataset; level of theory: ωB97M-V/def2-TZVPD.

CARTESIAN COORDINATES (ANGSTROEM)
O1 -0.220 4.791 0.647
O2 -1.042 3.632 -1.148
N1 1.766 0.669 -1.282
N2 1.651 -0.283 -1.872
N3 0.946 1.484 0.719
C1 -0.875 -0.129 -0.048
C2 1.640 1.701 -0.587
C3 -0.693 4.204 -0.215
C4 -1.415 -1.234 -2.252
C5 0.195 0.226 0.914
C6 -0.508 -0.934 -1.167
H1 0.320 2.240 0.777
H2 -1.481 0.806 -0.376
H3 -1.753 -0.653 0.604
H4 1.950 2.758 -0.671
H5 -0.143 0.260 1.857
H6 -1.174 -0.645 -3.080
H7 0.808 -0.626 0.941
H8 -2.473 -0.803 -2.218
H9 -1.357 -2.254 -2.620

Summary:
molecular weight: 155.2 g/mol
orbital gap (spin up / spin down): 7.22 / 7.27 eV
total charge: 0
multiplicity: 1
lowest unoccupied orbital energy (spin up / spin down): -0.00132 / 0.00269 Ha